C40H32AsF6N3O4SV | wB97M-V/def2-TZVPD

maximum force = 2.421 eV/Å
HOMO level (spin up / spin down) = -10.31 / -10.71 eV

```
! RIJCOSX wB97M-V def2-TZVPD def2/J DEFGRID3
* xyz 1 3
V 0.540 1.041 -0.682
C 5.399 -1.164 -2.232
C 4.173 -1.754 -2.521
C 3.014 -0.997 -2.480
C 3.097 0.341 -2.157
C 4.305 0.952 -1.889
C 5.465 0.189 -1.924
N 1.872 1.136 -2.080
N 1.885 2.090 -2.943
C 0.742 2.884 -2.855
C 0.528 3.861 -3.809
C -0.620 4.623 -3.717
C -1.498 4.397 -2.663
C -1.205 3.415 -1.743
N -0.105 2.651 -1.839
H 6.304 -1.757 -2.257
H 4.120 -2.803 -2.780
H 2.051 -1.431 -2.724
H 4.336 2.009 -1.655
H 6.419 0.656 -1.718
H 1.260 3.989 -4.595
H -0.828 5.390 -4.451
H -2.399 4.984 -2.545
H -1.850 3.231 -0.898
O -7.027 2.566 -0.608
C -6.697 1.566 -1.461
O -7.542 1.045 -2.126
C -5.250 1.171 -1.519
C -4.367 1.364 -0.466
C -3.050 0.935 -0.561
C -2.589 0.324 -1.726
S -0.931 -0.288 -1.888
C -3.482 0.128 -2.783
C -4.802 0.536 -2.673
H -6.231 2.938 -0.207
H -4.699 1.806 0.469
H -2.388 1.057 0.291
H -3.136 -0.353 -3.690
H -5.505 0.370 -3.479
O 1.315 -0.564 -0.045
As 0.595 -1.864 0.816
C -1.174 -1.584 1.437
C -1.399 -0.763 2.538
C -2.695 -0.565 2.988
C -3.753 -1.191 2.341
C -3.524 -2.015 1.245
C -2.231 -2.214 0.786
C 1.734 -2.004 2.319
C 3.034 -1.522 2.186
C 3.889 -1.579 3.277
C 3.446 -2.109 4.483
C 2.148 -2.588 4.608
C 1.283 -2.534 3.525
C 0.576 -3.504 -0.130
C 0.622 -4.654 0.653
C 0.527 -5.895 0.042
C 0.396 -5.982 -1.338
C 0.356 -4.830 -2.112
C 0.439 -3.582 -1.511
H -0.571 -0.294 3.050
H -2.878 0.070 3.845
H -4.765 -1.038 2.695
H -4.352 -2.498 0.744
H -2.053 -2.846 -0.073
H 3.370 -1.104 1.247
H 4.901 -1.205 3.186
H 4.116 -2.149 5.332
H 1.807 -3.000 5.549
H 0.268 -2.892 3.628
H 0.746 -4.596 1.727
H 0.557 -6.794 0.645
H 0.329 -6.953 -1.812
H 0.253 -4.901 -3.187
H 0.373 -2.687 -2.113
C 1.003 1.962 3.134
C 0.748 2.667 1.813
O 0.154 1.808 0.866
C -0.218 3.859 2.030
F -0.224 4.716 1.007
F 0.104 4.532 3.136
F -1.467 3.400 2.171
C 2.107 3.162 1.254
F 2.675 4.038 2.078
F 2.926 2.102 1.115
F 2.007 3.721 0.044
H 0.062 1.806 3.658
H 1.655 2.557 3.767
H 1.476 1.001 2.939
*
```